C15H12N2O5S3SbTi as an isolated structure. Source: OMol25; level of theory: the ωB97M-V functional and the def2-TZVPD basis.

Values from the calculation:
- 2S+1: 4
- Energy relative to the best compared isomer or geometry (same formula, charge and spin): 88.70 kJ/mol
- Net charge: -2
- Frontier orbital gap (alpha / beta): 3.93 / 5.19 eV
- LUMO level (alpha / beta): 4.62 / 3.34 eV
- ⟨S²⟩: 3.8329

XYZ file:
```
39
C15H12N2O5S3SbTi (the ωB97M-V functional and the def2-TZVPD basis)
Ti -0.383 -0.687 -0.844
C 4.319 -3.305 -2.166
O 3.204 -2.630 -1.674
C 2.963 -2.636 -0.306
C 3.661 -3.402 0.623
C 3.311 -3.320 1.969
C 2.288 -2.504 2.387
C 1.570 -1.696 1.478
C 0.567 -0.805 1.925
N -0.132 -0.105 1.052
N -0.941 0.894 1.417
C -1.447 1.473 0.338
O -1.140 0.984 -0.855
C -2.209 2.691 0.439
C -2.639 3.194 1.680
C -3.287 4.407 1.751
C -3.517 5.159 0.603
C -3.124 4.655 -0.632
C -2.486 3.439 -0.720
C 1.934 -1.762 0.092
O 1.380 -0.981 -0.813
H 4.373 -3.042 -3.223
H 4.226 -4.396 -2.070
H 5.246 -2.987 -1.671
H 4.470 -4.050 0.319
H 3.860 -3.910 2.694
H 2.013 -2.462 3.436
H 0.383 -0.673 2.994
H -2.446 2.602 2.562
H -3.614 4.792 2.709
H -4.010 6.123 0.667
H -3.308 5.233 -1.530
H -2.178 3.051 -1.684
S -3.557 1.485 -4.062
Sb -2.653 -0.341 -2.914
S -0.191 0.006 -3.258
S -4.015 -0.336 -0.974
O -1.116 -2.161 -1.552
O -1.376 -1.998 -0.189
```

---

An isolated molecule of C15H13BN2O4S. Source: OMol25; level of theory: the ωB97M-V functional and the def2-TZVPD basis.

Values from the calculation:
- 2S+1: 1
- Energy relative to the best compared isomer or geometry (same formula, charge and spin): 0.00 kJ/mol
- Net charge: 0
- Frontier orbital gap: 7.49 eV
- SMILES: O=S(=O)(Nc1cccc(B(O)O)c1)c1cccc2cccnc12
- LUMO level: -0.56 eV

XYZ file:
```
36
C15H13BN2O4S (the ωB97M-V functional and the def2-TZVPD basis)
O 0.362 -0.807 2.132
S -0.496 0.259 1.471
O -1.782 0.626 2.089
N -0.508 -0.147 -0.223
C -0.521 -1.432 -0.718
C -0.898 -1.632 -2.033
C -1.105 -2.895 -2.528
C -0.906 -4.029 -1.760
C -0.458 -3.871 -0.468
B -0.203 -5.146 0.360
O 0.795 -5.186 1.315
O -1.019 -6.238 0.115
C -0.281 -2.585 0.057
C 0.485 1.756 1.344
C 1.553 1.902 2.172
C 2.306 3.074 2.124
C 2.043 4.037 1.201
C 0.961 3.902 0.304
C 0.659 4.874 -0.696
C -0.459 4.653 -1.449
C -1.182 3.498 -1.294
N -0.943 2.558 -0.422
C 0.132 2.747 0.391
H -0.973 0.575 -0.773
H -1.058 -0.772 -2.646
H -1.361 -3.063 -3.551
H -1.004 -5.014 -2.170
H 0.763 -5.931 1.940
H -0.992 -7.038 0.672
H 0.166 -2.427 1.026
H 1.710 1.128 2.922
H 3.042 3.257 2.898
H 2.584 4.971 1.231
H 1.318 5.724 -0.840
H -0.763 5.391 -2.197
H -1.967 3.281 -1.996
```

---

C15H13Br9N2O4 as an isolated structure. Source: OMol25; level of theory: the ωB97M-V functional and the def2-TZVPD basis.

Values from the calculation:
- 2S+1: 1
- Energy relative to the best compared isomer or geometry (same formula, charge and spin): 2735.86 kJ/mol
- Net charge: 0
- Frontier orbital gap: 5.03 eV
- LUMO level: -2.02 eV

XYZ file:
```
43
C15H13Br9N2O4 (the ωB97M-V functional and the def2-TZVPD basis)
C -22.007 2.882 -6.767
Br -22.907 0.991 -7.020
Br -21.808 3.371 -4.872
Br -23.198 4.225 -7.752
H -20.979 2.932 -7.125
C -20.941 0.859 -2.207
Br -19.598 2.091 -1.304
Br -20.099 -0.898 -2.591
Br -21.830 1.607 -3.903
H -21.798 0.652 -1.566
C -22.842 -3.545 -5.671
Br -20.917 -3.520 -6.397
Br -22.855 -4.860 -4.173
Br -24.125 -3.879 -7.106
H -23.066 -2.554 -5.275
C -22.303 -0.569 -5.783
C -21.722 -0.777 -4.544
C -22.499 -1.308 -3.508
C -23.882 -1.532 -3.714
C -24.400 -1.304 -5.016
C -23.625 -0.728 -5.989
N -24.766 -2.095 -2.627
O -24.196 -2.497 -1.630
O -25.948 -2.124 -2.834
H -21.691 -0.206 -6.595
H -20.687 -0.488 -4.431
H -21.996 -1.448 -2.562
H -25.452 -1.296 -5.263
H -24.067 -0.463 -6.938
C -27.247 -2.203 -3.025
C -27.520 -3.429 -2.467
C -27.974 -4.565 -3.238
C -28.384 -4.245 -4.573
C -28.135 -2.949 -5.100
C -27.571 -1.928 -4.368
N -28.854 -5.369 -5.463
O -29.182 -6.430 -4.951
O -28.880 -5.211 -6.685
H -26.619 -1.562 -2.424
H -27.203 -3.590 -1.447
H -27.991 -5.593 -2.907
H -28.308 -2.798 -6.156
H -27.375 -1.003 -4.890
```

---

A 11-piece molecular cluster, C15H13Cl41O3PS overall. Source: OMol25; level of theory: the ωB97M-V functional and the def2-TZVPD basis.

Values from the calculation:
- 2S+1: 1
- Net charge: +1
- Frontier orbital gap: 8.93 eV
- LUMO level: -3.50 eV

XYZ file:
```
74
C15H13Cl41O3PS (the ωB97M-V functional and the def2-TZVPD basis)
C -2.525 0.239 0.241
O -1.355 -0.143 0.946
C -0.236 -0.393 0.146
C 0.400 0.889 -0.384
C 1.655 0.599 -1.227
P 1.472 0.595 -3.013
Cl -0.136 1.506 -3.641
S 1.603 -1.313 -4.091
C 0.289 -2.362 -3.585
O 1.366 -0.887 -5.443
O 2.876 -1.833 -3.687
H -2.736 1.302 0.398
H -3.359 -0.356 0.614
H -2.420 0.065 -0.838
H 0.483 -0.891 0.802
H -0.506 -1.067 -0.678
H 0.735 1.483 0.467
H -0.314 1.516 -0.924
H 2.397 1.391 -1.051
H 2.138 -0.341 -0.928
H 2.557 1.265 -3.587
H 0.074 -2.343 -2.515
H 0.639 -3.361 -3.865
H -0.585 -2.115 -4.187
C 3.192 4.196 1.513
Cl 4.541 3.057 1.526
Cl 3.800 5.841 1.446
Cl 2.201 3.873 0.055
Cl 2.184 3.980 2.932
C -1.911 -4.292 0.402
Cl -3.253 -3.673 1.346
Cl -1.804 -3.361 -1.125
Cl -0.399 -4.092 1.291
Cl -2.153 -5.988 0.022
C -2.287 -5.147 -5.982
Cl -3.797 -4.269 -6.214
Cl -2.520 -6.851 -6.324
Cl -1.040 -4.480 -7.042
Cl -1.758 -4.950 -4.293
C -4.479 -7.958 3.105
Cl -4.661 -8.536 1.440
Cl -4.313 -9.326 4.195
Cl -3.038 -6.932 3.203
Cl -5.898 -7.011 3.554
C 2.187 -0.347 4.063
Cl 0.845 0.244 5.041
Cl 2.246 0.592 2.553
Cl 3.703 -0.140 4.924
Cl 1.934 -2.052 3.682
C 0.141 6.946 4.812
Cl 0.119 5.277 5.401
Cl -0.900 7.945 5.814
Cl 1.796 7.559 4.868
Cl -0.436 6.979 3.138
C 0.440 4.160 -6.381
Cl -0.942 4.742 -5.444
Cl 0.701 5.188 -7.775
Cl 1.886 4.176 -5.347
Cl 0.130 2.497 -6.900
C -0.032 11.838 5.527
Cl 1.057 11.176 6.751
Cl 0.103 10.879 4.049
Cl -1.695 11.764 6.120
Cl 0.403 13.512 5.189
C -6.194 -8.343 -2.802
Cl -7.228 -7.117 -3.538
Cl -7.166 -9.420 -1.801
Cl -5.390 -9.278 -4.064
Cl -4.978 -7.550 -1.785
C 8.038 0.248 3.779
Cl 6.650 1.078 3.049
Cl 7.458 -0.819 5.061
Cl 8.865 -0.703 2.546
Cl 9.142 1.443 4.453
```

---

C15H13CoN5O2S2 as an isolated structure. Source: OMol25; level of theory: the ωB97M-V functional and the def2-TZVPD basis.

Values from the calculation:
- 2S+1: 2
- Net charge: 0
- Frontier orbital gap (alpha / beta): 8.30 / 8.48 eV
- LUMO level (alpha / beta): 0.26 / 0.34 eV
- ⟨S²⟩: 1.0591

XYZ file:
```
38
C15H13CoN5O2S2 (the ωB97M-V functional and the def2-TZVPD basis)
Co 1.247 -0.913 1.001
S 3.538 -1.022 0.948
C 3.259 0.696 0.895
C 4.194 1.731 0.875
C 3.734 3.030 0.881
C 2.364 3.291 0.912
C 1.500 2.218 0.920
N 1.945 0.962 0.899
H 5.249 1.497 0.864
H 4.440 3.852 0.870
H 1.980 4.300 0.931
H 0.428 2.340 0.950
N -2.918 3.110 -3.512
C -2.608 2.197 -2.524
C -2.276 2.625 -1.238
C -1.918 1.708 -0.267
C -1.885 0.357 -0.568
C -2.228 -0.087 -1.840
C -2.582 0.826 -2.810
S -1.491 -0.801 0.680
O -0.712 -0.072 1.711
O -2.685 -1.451 1.134
N -0.415 -1.733 -0.035
C -0.188 -2.968 0.544
N 1.009 -2.965 1.164
C 1.430 -4.087 1.730
C 0.652 -5.226 1.687
C -0.580 -5.115 1.051
N -1.014 -4.001 0.471
H -3.170 4.040 -3.226
H -3.403 2.774 -4.325
H -2.300 3.682 -1.002
H -1.683 2.035 0.737
H -2.200 -1.144 -2.066
H -2.835 0.485 -3.807
H 2.395 -4.055 2.221
H 0.981 -6.151 2.135
H -1.253 -5.965 1.010
```

---

C15H13CrFO9S2 as an isolated structure. Source: OMol25; level of theory: the ωB97M-V functional and the def2-TZVPD basis.

Values from the calculation:
- 2S+1: 4
- Net charge: -1
- Frontier orbital gap (alpha / beta): 8.31 / 8.44 eV
- LUMO level (alpha / beta): 2.75 / 2.70 eV
- ⟨S²⟩: 3.7663

XYZ file:
```
41
C15H13CrFO9S2 (the ωB97M-V functional and the def2-TZVPD basis)
Cr 0.079 0.795 -0.422
O -0.113 3.072 2.329
S 0.212 1.713 2.671
O -0.291 1.222 3.930
O -0.090 0.738 1.588
C 2.010 1.674 2.849
C 2.460 1.766 4.161
C 3.813 1.818 4.454
C 4.744 1.775 3.431
C 4.312 1.677 2.118
C 2.956 1.623 1.819
S 2.575 1.438 0.082
O 3.785 1.726 -0.626
O 1.428 2.332 -0.212
O 2.038 0.067 -0.093
H 1.718 1.788 4.946
H 4.135 1.891 5.486
H 5.804 1.817 3.646
H 5.018 1.643 1.302
C -5.552 4.564 0.067
O -5.946 3.214 0.226
C -4.977 2.271 0.112
C -5.412 0.941 0.325
C -4.499 -0.064 0.241
C -3.131 0.163 -0.047
C -2.230 -0.946 -0.149
C -2.742 -2.359 -0.007
O -1.007 -0.849 -0.366
C -2.699 1.510 -0.264
O -1.501 1.858 -0.549
C -3.669 2.547 -0.180
H -6.449 5.160 0.216
H -5.156 4.745 -0.935
H -4.798 4.845 0.806
H -6.451 0.758 0.557
H -4.837 -1.078 0.409
H -3.527 -2.566 -0.735
H -3.152 -2.514 0.991
H -1.910 -3.039 -0.162
H -3.297 3.549 -0.336
F 0.276 0.638 -2.218
```